1.
The following is a quantum chemistry calculation of a structure of composition C3H9CrO3 in a non-equilibrium geometry, from the OMol25 dataset.

Properties
2S+1: 4
E_HOMO (spin up / spin down) (eV): -20.199 / -20.511
Total charge: +2
HOMO-LUMO gap (spin up / spin down) (eV): 7.37 / 9.94
E_tot (Eh): -1389.1099
Maximum force (eV Å⁻¹): 4.6

Geometry as XYZ:
```
16
Properties=species:S:1:pos:R:3:forces:R:3
O 0.537974 -2.569290 1.518598 -1.000 1.734 -2.595
H 2.170914 -1.428081 0.792552 -1.473 2.592 -3.209
H 0.418939 -2.343127 2.441182 -0.234 -0.313 1.070
C -1.928186 0.703226 -1.136276 -1.603 0.662 -0.223
O -0.678592 0.214574 -0.655832 0.895 -1.869 1.009
C 0.460210 0.997375 -1.014444 0.541 0.903 -0.988
C 1.701931 0.503364 -0.315243 1.419 1.746 0.865
H -2.615577 -0.147231 -1.182997 0.026 0.205 -0.094
H -2.313140 1.455437 -0.435425 0.136 -0.196 -0.198
H -1.794925 1.148575 -2.131317 0.013 -0.282 0.241
H 0.260364 2.033267 -0.704329 0.183 -0.216 -0.235
H 0.575921 0.941524 -2.107123 -0.181 0.054 0.283
H 2.564250 0.701565 -0.967748 -0.171 0.076 0.340
H 1.821401 1.030900 0.642523 0.113 -0.219 -0.280
Cr -0.198819 -1.545226 0.058547 1.347 -1.064 1.517
O 1.662094 -0.895064 -0.073121 -0.011 -3.813 2.497
```
Forces are in eV/Å.


2.
The following is a quantum chemistry calculation of a structure of composition C3H9F2N2O7S4, from the OMol25 dataset.

Properties
E_HOMO (eV): -6.430
Total charge: -1
HOMO-LUMO gap (eV): 8.72
E_tot (Eh): -2548.3951
Maximum force (eV Å⁻¹): 0.5

Geometry as XYZ:
```
27
Properties=species:S:1:pos:R:3:forces:R:3
C -1.229710 1.023548 1.111452 -0.002 -0.026 -0.121
C -0.793158 0.734588 -0.330934 -0.186 0.140 0.392
S -0.030965 -0.881209 -0.560679 -0.115 -0.163 -0.156
C -1.424841 -1.880665 -0.044738 0.432 -0.034 0.004
O -2.578428 -1.602599 -0.862154 0.013 0.059 0.108
S -4.031150 -1.999980 -0.238223 -0.072 0.101 -0.518
O -4.082696 -1.456904 1.093482 -0.030 0.029 0.338
O -4.818604 -1.004228 -1.262513 -0.162 -0.307 0.062
N -4.936928 0.348169 -0.781554 0.074 0.108 0.213
H -1.138753 2.087816 1.330821 -0.062 0.012 -0.010
H -0.598988 0.485454 1.817952 0.058 0.039 0.035
H -2.266375 0.725075 1.284886 0.056 -0.040 0.031
H -1.649014 0.790689 -1.003241 0.072 0.105 -0.127
H -0.049626 1.454242 -0.660146 0.082 -0.053 -0.068
H -1.115211 -2.916728 -0.183205 -0.045 -0.059 0.042
H -1.651631 -1.697705 1.002591 -0.167 0.026 0.002
H -5.448243 0.772625 -1.544588 -0.052 0.048 -0.112
H -3.996118 0.736801 -0.811693 0.082 -0.025 -0.103
N 3.986794 0.124814 0.476020 0.346 0.003 -0.270
S 3.878869 1.194701 -0.687324 -0.299 0.069 0.165
O 4.373417 0.756373 -1.950494 0.023 -0.064 -0.138
O 4.119849 2.545587 -0.298980 -0.016 0.119 0.053
F 2.290112 1.121546 -0.844658 0.067 -0.023 0.044
S 5.428892 -0.230214 1.000477 -0.066 -0.080 0.017
O 5.378704 -1.389008 1.827933 -0.191 -0.077 0.096
O 6.205332 0.885110 1.435025 0.113 0.118 -0.032
F 6.178470 -0.727896 -0.315514 0.046 -0.027 0.056
```
Forces are in eV/Å.


3.
The following is a quantum chemistry calculation of a structure of composition C3H9F3N3O3P3 in a non-equilibrium geometry, from the OMol25 dataset.

Properties
E_HOMO (eV): -8.944
Total charge: 0
HOMO-LUMO gap (eV): 9.50
Energy relative to the best compared isomer or geometry (same formula, charge and spin) (kcal/mol): 15.81
E_tot (Eh): -1833.2819
Maximum force (eV Å⁻¹): 5.3

Geometry as XYZ:
```
24
Properties=species:S:1:pos:R:3:forces:R:3
C -0.825974 0.077378 3.344421 -1.988 2.423 1.078
C 3.043147 -1.182869 -1.217936 1.020 -3.133 -0.192
C -0.653360 2.215598 -0.304038 2.378 2.180 4.199
N 0.577662 -0.907860 0.533473 0.789 0.728 -1.795
N -1.855000 -0.483719 -0.283531 2.619 -0.089 -0.289
N -0.161746 -0.219127 -2.076124 1.862 0.472 1.353
O -1.351175 -0.090844 2.023522 -0.875 1.194 0.865
O 2.379288 0.052680 -1.087661 -0.799 0.655 -0.356
O 0.677506 1.649890 -0.383307 0.028 -1.056 -0.949
F -3.188915 -0.567651 -0.077715 -2.049 -0.339 0.411
F 0.688920 -0.892963 -2.982796 0.000 -0.204 -0.583
F -2.540403 -0.276020 -2.647660 -0.276 -0.208 -0.030
P -0.919873 -1.308106 1.024539 -0.933 -0.230 1.053
P -1.535928 -1.201672 -1.820465 -1.019 -0.310 -1.013
P 0.872385 0.089191 -0.656898 -0.866 0.800 1.197
H -1.492141 -0.400682 4.163215 1.214 0.734 -1.466
H -0.588521 1.240300 3.642315 -1.212 -2.647 -1.051
H 0.115252 -0.299842 3.245661 2.746 -1.473 0.858
H 2.607469 -1.811423 -2.114421 0.624 1.135 2.052
H 2.992747 -1.767019 -0.188860 0.068 1.067 -2.312
H 4.124932 -1.014664 -1.510897 -1.344 0.203 0.628
H -1.000107 2.032084 0.745177 0.354 0.599 -0.690
H -1.368009 1.784651 -0.830417 -2.639 -2.186 -3.115
H -0.598155 3.282688 -0.539598 0.298 -0.313 0.147
```
Forces are in eV/Å.